ORCA calculation (wB97M-V/def2-TZVPD) on 2 unconnected molecules or ions with the total composition C3H4O2.

CARTESIAN COORDINATES (ANGSTROEM)
C1 1.66453 -0.07992 0.19883
C2 0.80368 0.88884 0.00568
O1 0.08122 1.79661 -0.15082
H1 1.39652 -1.11520 0.36004
H2 2.68770 0.25866 0.18519
C3 -1.66789 -0.44097 -0.13999
O2 -0.79207 -1.12901 -0.59382
H3 -2.61611 -0.29220 -0.67479
H4 -1.55757 0.11319 0.80968

Summary:
E_HOMO: -9.17 eV
orbital gap: 9.8 eV
multiplicity: 1
structure (SMILES): C=C=O.C=O
total charge: 0

=====

ORCA calculation (wB97M-V/def2-TZVPD) on C3H4O2 in the gas phase in a non-equilibrium geometry.

CARTESIAN COORDINATES (ANGSTROEM)
O1 1.72979 -0.57217 -0.61219
C1 0.65449 -0.38274 -0.10892
C2 -0.37916 -1.17206 0.39348
O2 -0.92766 0.53203 -0.92938
C3 -0.05471 1.18372 -0.22632
H1 -1.21405 -0.72235 0.90943
H2 -0.17289 -2.22225 0.58653
H3 0.72214 1.74782 -0.75220
H4 -0.35796 1.60800 0.73957

Summary:
E_HOMO (spin up / spin down): -9.57 / -9.38 eV
orbital gap (spin up / spin down): 8.1 / 7.7 eV
multiplicity: 1
total charge: 0

=====

One value per record, in order, for total energy: -7268.621; -7266.350 eV.